# 1
{"formula": "C3H4S", "method": "ωB97M-V/def2-TZVPD", "max_force_ev_per_a": 6.3, "e_above_lowest_ev": 3.904, "total_charge": 0, "homo_ev": -7.538, "species": ["S", "C", "C", "C", "H", "H", "H", "H"], "positions_angstrom": [[-2.221, -0.485, -0.254], [-1.299, 1.075, 0.321], [-0.545, 0.217, -0.269], [1.379, -0.660, -0.118], [0.834, -1.617, 0.093], [1.635, -0.137, 0.725], [-1.699, 2.099, 0.497], [1.917, -0.491, -0.994]], "lowdin_charge": [0.599, -0.361, -0.496, 0.130, 0.054, -0.011, 0.079, 0.007]}

# 2
{"formula": "C3H4N4", "method": "ωB97M-V/def2-TZVPD", "max_force_ev_per_a": 7.1, "e_above_lowest_ev": 2.349, "total_charge": 0, "smiles": "Nc1ncncn1", "homo_ev": -9.787, "species": ["N", "N", "N", "N", "C", "C", "C", "H", "H", "H", "H"], "positions_angstrom": [[0.782, -0.883, 0.188], [-0.712, -0.950, 1.936], [-0.695, 0.931, 0.281], [0.442, 0.619, -1.664], [-0.435, 1.275, -0.874], [0.919, -0.589, -1.115], [-0.184, -0.205, 0.753], [-0.172, -1.776, 2.065], [-1.106, -0.372, 2.961], [-0.978, 2.265, -1.189], [1.735, -1.021, -1.614]], "lowdin_charge": [0.103, 0.059, 0.107, 0.078, -0.283, -0.119, -0.418, 0.033, 0.208, 0.145, 0.088]}

# 3
{"formula": "C59H50BrCsFGeNO3P3SbSe4", "method": "ωB97M-V/def2-TZVPD", "max_force_ev_per_a": 2.2, "e_above_lowest_ev": 0.396, "total_charge": -2, "homo_ev": -1.432, "species": ["Cs", "Sb", "Br", "Se", "Se", "Se", "Se", "Ge", "P", "P", "P", "F", "O", "O", "O", "N", "C", "C", "C", "C", "C", "C", "C", "C", "C", "C", "C", "C", "C", "C", "C", "C", "C", "C", "C", "C", "C", "C", "C", "C", "C", "C", "C", "C", "C", "C", "C", "C", "C", "C", "C", "C", "C", "C", "C", "C", "C", "C", "C", "C", "C", "C", "C", "C", "C", "C", "C", "C", "C", "C", "C", "C", "C", "C", "C", "H", "H", "H", "H", "H", "H", "H", "H", "H", "H", "H", "H", "H", "H", "H", "H", "H", "H", "H", "H", "H", "H", "H", "H", "H", "H", "H", "H", "H", "H", "H", "H", "H", "H", "H", "H", "H", "H", "H", "H", "H", "H", "H", "H", "H", "H", "H", "H", "H", "H"], "positions_angstrom": [[-0.800, -1.369, -0.370], [-5.942, -1.705, -0.436], [0.496, -5.102, -2.829], [-7.079, -3.809, -1.078], [-7.007, -0.540, 1.430], [-3.614, -2.326, 0.361], [-5.613, -0.256, -2.430], [2.411, 2.479, 0.453], [1.348, -0.745, 2.093], [-1.207, 1.612, 1.121], [1.512, 0.508, -2.222], [3.706, 3.505, 1.171], [-4.631, -5.851, -2.314], [-2.309, 0.057, -1.800], [-1.944, -2.989, 3.154], [-1.520, -3.249, -3.074], [2.336, 0.622, 5.856], [4.722, -2.486, -3.710], [0.232, -0.523, 6.002], [1.256, 0.189, 6.612], [-3.485, 3.522, -1.654], [-1.853, 1.303, 2.808], [-3.348, -0.003, 4.187], [5.381, -1.088, 1.399], [1.344, -4.797, 2.998], [3.075, -0.345, 1.594], [4.092, -1.272, 1.857], [4.531, -2.238, -2.361], [-2.800, -2.851, -3.174], [-3.646, -5.014, -2.640], [-0.858, 5.604, 1.918], [3.770, 4.473, -2.988], [1.474, -2.583, 2.044], [0.900, 3.570, 1.111], [-1.474, 2.031, 3.936], [1.838, -4.545, 0.668], [2.404, 0.324, 4.502], [1.269, -3.418, 3.137], [-2.703, 2.224, 0.229], [-1.945, 0.630, -5.266], [-1.292, 4.304, 1.785], [0.234, 0.555, -3.528], [-4.799, 3.188, -1.342], [3.393, 0.821, 0.894], [-2.987, 0.746, 5.296], [2.718, 2.492, -3.826], [-3.879, -3.689, -3.016], [1.326, 4.907, 1.232], [2.396, 2.095, -2.528], [-2.448, 3.034, -0.882], [-2.325, -5.469, -2.607], [3.457, 4.087, -1.697], [0.280, -0.795, 4.646], [-1.539, 1.784, -4.607], [1.756, -3.171, 0.807], [3.551, -1.344, -1.954], [-1.350, -4.526, -2.847], [2.751, -0.684, -2.882], [-2.774, 0.265, 2.954], [-1.264, -0.557, -5.053], [2.762, 2.899, -1.445], [-0.438, 3.274, 1.368], [5.686, 0.046, 0.661], [-2.040, 1.753, 5.170], [-4.016, 1.885, 0.524], [1.382, -0.394, 3.887], [-0.456, 1.748, -3.748], [0.463, 5.910, 1.623], [3.933, -1.833, -4.648], [1.628, -5.366, 1.768], [-0.189, -0.602, -4.177], [-5.058, 2.358, -0.266], [2.958, -0.938, -4.238], [4.705, 0.991, 0.431], [3.398, 3.673, -4.060], [1.206, 0.416, 7.669], [2.354, 5.162, 1.032], [3.635, 3.970, -5.074], [3.413, -1.155, -0.897], [6.683, 0.197, 0.269], [-3.441, 0.544, 6.259], [-4.882, -3.292, -3.079], [-1.736, 2.327, 6.037], [-3.014, 0.415, -2.370], [4.305, 5.399, -3.160], [-5.613, 3.529, -1.968], [-4.084, -0.792, 4.259], [-3.268, 4.148, -2.512], [3.132, 1.191, 6.319], [-5.426, -5.316, -2.012], [-1.548, 6.377, 2.236], [2.417, 1.873, -4.661], [-2.872, -0.452, -1.179], [-4.271, 1.216, 1.335], [1.930, -2.553, -0.069], [-2.093, -6.492, -2.355], [2.042, -4.971, -0.304], [-2.329, 4.064, 1.985], [6.141, -1.830, 1.609], [1.040, -3.002, 4.107], [-1.596, -1.470, -5.530], [-2.811, 0.651, -5.914], [5.135, -2.742, -1.617], [-0.628, -0.846, 6.575], [-0.161, 2.650, -3.224], [-6.062, 2.018, -0.047], [0.824, 6.928, 1.701], [3.257, 0.662, 3.927], [-2.576, -2.580, 2.529], [0.282, -1.555, -3.977], [-0.736, 2.819, 3.858], [2.340, -0.449, -4.980], [1.168, -5.426, 3.862], [-3.079, -0.331, 2.097], [-2.970, -1.797, -3.341], [-2.087, 2.708, -4.743], [-2.087, -3.925, 2.977], [1.671, -6.442, 1.659], [-0.546, -1.324, 4.179], [5.476, -3.193, -4.033], [-1.425, 3.279, -1.148], [4.965, 1.881, -0.126], [4.070, -2.028, -5.704], [3.766, 4.706, -0.865], [3.854, -2.164, 2.419]], "lowdin_charge": [0.806, -0.287, 0.680, -0.189, -0.289, -0.109, -0.122, 0.992, 1.028, 1.024, 1.065, -0.304, 0.016, -0.446, -0.122, -0.004, -0.093, -0.093, -0.082, -0.096, -0.096, -0.358, -0.056, -0.078, -0.078, -0.400, -0.092, -0.075, -0.176, -0.333, -0.072, -0.087, -0.406, -0.238, -0.100, -0.087, -0.082, -0.085, -0.381, -0.072, -0.103, -0.396, -0.112, -0.269, -0.097, -0.089, -0.040, -0.120, -0.372, -0.137, -0.048, -0.104, -0.117, -0.078, -0.181, -0.100, -0.738, -0.335, -0.132, -0.083, -0.260, -0.395, -0.080, -0.106, -0.086, -0.353, -0.108, -0.086, -0.081, -0.081, -0.119, -0.128, -0.092, -0.121, -0.082, 0.095, 0.078, 0.099, 0.063, 0.103, 0.097, 0.053, 0.098, -0.030, 0.098, 0.098, 0.116, 0.092, 0.095, -0.032, 0.103, 0.102, -0.163, 0.065, 0.057, 0.104, 0.057, 0.119, 0.103, 0.093, 0.108, 0.106, 0.102, 0.107, 0.102, 0.059, 0.098, 0.097, -0.115, 0.091, 0.098, 0.098, 0.102, 0.011, 0.065, 0.102, 0.033, 0.100, 0.089, 0.097, 0.094, 0.096, 0.100, 0.089, 0.110]}

# 4
{"formula": "C4H2", "method": "ωB97M-V/def2-TZVPD", "max_force_ev_per_a": 1.8, "e_above_lowest_ev": 4.214, "total_charge": 0, "homo_ev": -9.514, "species": ["C", "C", "C", "C", "H", "H"], "positions_angstrom": [[-2.194, -0.427, -1.286], [0.111, -0.125, -0.133], [1.181, 0.061, 0.490], [-1.054, -0.297, -0.769], [-0.176, 0.691, 0.695], [2.133, 0.098, 1.002]], "lowdin_charge": [0.028, -0.273, 0.226, -0.291, 0.217, 0.093]}

# 5
{"formula": "C13H25O15Sr", "method": "ωB97M-V/def2-TZVPD", "max_force_ev_per_a": 9.6, "total_charge": -5, "homo_ev": 6.454, "species": ["Sr", "O", "O", "O", "O", "O", "O", "O", "O", "O", "O", "O", "O", "O", "O", "O", "C", "C", "C", "C", "C", "C", "C", "C", "C", "C", "C", "C", "C", "H", "H", "H", "H", "H", "H", "H", "H", "H", "H", "H", "H", "H", "H", "H", "H", "H", "H", "H", "H", "H", "H", "H", "H", "H"], "positions_angstrom": [[-0.277, 0.962, -2.372], [0.198, 5.895, -4.439], [6.282, -0.710, -4.454], [-0.799, 5.479, -2.593], [4.228, -0.751, -3.674], [-1.333, 7.261, -3.624], [-2.866, 0.274, -7.303], [4.793, 0.710, -5.060], [-7.111, 2.132, -3.262], [-2.364, 0.227, 2.097], [-6.328, 3.737, -2.079], [-0.883, 0.539, -6.765], [-5.226, 1.954, -2.560], [-0.094, -4.151, -0.849], [-1.990, -1.056, -6.073], [2.779, 2.750, 1.390], [-2.791, 0.774, 4.480], [-6.180, 2.617, -2.637], [3.282, 2.649, 2.711], [0.221, -5.470, -0.356], [4.558, 1.834, 2.592], [-1.820, -0.213, -6.928], [-2.553, -0.295, 3.456], [5.083, -0.260, -4.438], [-0.621, 6.188, -3.590], [-3.654, -1.361, 3.224], [1.053, -5.260, 0.890], [-1.092, -6.154, -0.088], [3.623, 4.072, 3.349], [4.876, 1.549, 3.595], [-1.687, -0.904, 3.713], [-2.763, 0.269, 5.446], [-2.029, 1.551, 4.416], [-3.566, -1.981, 2.332], [5.369, 2.369, 2.098], [2.770, 4.751, 3.356], [1.195, -6.253, 1.317], [-1.909, -5.904, -0.764], [-0.941, -7.233, -0.067], [-3.750, 1.270, 4.335], [-3.235, 0.525, 1.824], [4.496, 0.923, 1.997], [2.868, 3.645, 1.055], [-4.536, -0.767, 2.985], [4.373, 4.604, 2.765], [0.766, -6.083, -1.075], [2.576, 2.166, 3.387], [-1.600, -5.879, 0.836], [3.829, 3.936, 4.411], [6.270, -1.166, -3.610], [0.641, -4.542, 1.598], [-3.828, -1.897, 4.157], [2.050, -4.936, 0.591], [-0.352, -4.384, -1.744]], "lowdin_charge": [0.817, -0.078, 0.062, -0.090, -0.106, -0.166, -0.016, -0.008, -0.054, -0.095, -0.090, -0.031, 0.046, -0.063, -0.049, -0.060, -0.112, -1.216, -0.483, -0.519, -0.120, -1.202, -0.502, -1.049, -1.143, -0.117, -0.135, -0.139, -0.093, 0.053, 0.108, 0.055, 0.072, 0.075, 0.070, 0.061, 0.050, 0.071, 0.051, 0.074, 0.076, 0.074, 0.087, 0.067, 0.066, 0.125, 0.114, 0.060, 0.049, 0.085, 0.072, 0.048, 0.069, 0.080]}

# 6
{"formula": "C5H8O", "method": "ωB97M-V/def2-TZVPD", "max_force_ev_per_a": 4.8, "e_above_lowest_ev": 4.711, "total_charge": 0, "homo_ev": -8.313, "species": ["O", "C", "C", "C", "C", "C", "H", "H", "H", "H", "H", "H", "H", "H"], "positions_angstrom": [[1.465, -1.154, -0.510], [-0.248, -0.391, -0.536], [-0.292, 0.994, -0.224], [3.389, 0.189, 0.152], [2.376, -0.539, 0.093], [-1.139, -1.149, 0.443], [0.471, 1.401, -0.964], [-0.804, -0.786, 1.512], [-1.314, 1.364, -0.609], [-0.136, 1.256, 0.768], [4.184, 0.684, 0.625], [-0.322, -0.590, -1.564], [-2.106, -0.624, 0.222], [-1.147, -2.294, 0.290]], "lowdin_charge": [-0.052, -0.246, -0.100, 0.087, -0.377, -0.063, 0.125, 0.124, 0.138, 0.066, -0.016, 0.115, 0.090, 0.110]}

no.,orbital gap (eV)
1,7.452
2,10.208
3,4.381
4,8.718
5,1.610
6,8.871